(1)
{
  "formula": "C18H24CoIN4OSe",
  "method": "ωB97M-V/def2-TZVPD",
  "e_homo_ev": [2.594, -1.171],
  "orbital_gap_ev": [1.78, 5.52],
  "multiplicity": 5,
  "e_tot_ha": -5076.2004,
  "charge": -2,
  "s_squared": 6.0609,
  "lumo_energy_ev": [4.37, 4.35],
  "species": ["C", "I", "H", "H", "H", "C", "C", "N", "C", "N", "H", "H", "C", "C", "N", "H", "N", "H", "Co", "C", "O", "C", "C", "H", "H", "H", "C", "H", "H", "H", "C", "H", "H", "H", "C", "H", "H", "H", "Se", "C", "C", "C", "C", "C", "C", "H", "H", "H", "H", "H"],
  "xyz": [[-0.4010, 3.8809, -2.1973], [1.4003, 3.0193, -0.5968], [-0.0799, 4.8981, -1.9678], [-1.4741, 3.7637, -2.0142], [-0.0025, 3.5088, -3.1467], [2.9964, -1.6177, -1.5974], [3.7581, -0.9157, -0.7243], [2.9072, -0.0542, -0.0572], [1.6330, -0.1564, -0.5242], [1.7047, -1.1569, -1.4601], [3.2688, -2.3986, -2.2802], [4.8082, -0.9617, -0.4990], [-3.8727, 1.8485, 0.6790], [-1.6451, 1.6543, 0.3142], [-2.8756, 1.1153, 0.0646], [-3.6663, 3.6250, 1.9860], [-1.9057, 2.6984, 1.1555], [-4.9184, 1.5984, 0.5982], [0.1344, 1.0893, -0.3663], [-0.6903, 1.4948, -1.9036], [-1.2993, 1.3676, -2.9076], [-3.2676, 2.8426, 1.3576], [-0.9558, 3.4951, 1.8951], [-0.6568, 2.9912, 2.8244], [-1.4425, 4.4450, 2.1400], [-0.0579, 3.6973, 1.2900], [-3.1683, -0.1526, -0.5747], [-4.2169, -0.1296, -0.8977], [-3.0413, -0.9863, 0.1292], [-2.5272, -0.3184, -1.4422], [0.5832, -1.8217, -2.0907], [0.9432, -2.2888, -3.0146], [-0.2022, -1.0991, -2.3295], [0.1698, -2.5968, -1.4283], [3.3289, 0.7342, 1.0720], [3.1937, 1.8046, 0.8563], [4.3898, 0.5154, 1.2359], [2.7489, 0.4676, 1.9685], [0.0705, -0.1168, 1.6387], [0.2108, -2.0282, 1.4407], [1.4529, -2.6472, 1.6693], [1.6255, -3.9876, 1.3511], [0.5480, -4.7451, 0.8706], [-0.7203, -4.1497, 0.7516], [-0.8935, -2.8106, 1.0752], [2.2689, -2.0664, 2.0942], [2.6086, -4.4543, 1.4903], [0.6893, -5.7962, 0.6107], [-1.5759, -4.7515, 0.4183], [-1.8860, -2.3474, 1.0432]]
}



(2)
{
  "formula": "C46H120N8O15",
  "method": "ωB97M-V/def2-TZVPD",
  "e_homo_ev": -8.350,
  "orbital_gap_ev": 8.70,
  "e_tot_ha": -3390.8545,
  "de_lowest_kcal_mol": 40.4,
  "lumo_energy_ev": 0.35,
  "smiles": "COC[C@H](C)N.COC[C@H](C)N.COC[C@H](C)N.COCCNCCOC.COCCNCCOC.COCCNCCOC.COCCNCCOC.COCCNCCOC.CCO.CCO",
  "species": ["C", "C", "O", "H", "H", "H", "H", "H", "H", "C", "C", "O", "H", "H", "H", "H", "H", "H", "C", "O", "C", "C", "N", "C", "C", "O", "C", "H", "H", "H", "H", "H", "H", "H", "H", "H", "H", "H", "H", "H", "H", "H", "C", "O", "C", "C", "N", "C", "C", "O", "C", "H", "H", "H", "H", "H", "H", "H", "H", "H", "H", "H", "H", "H", "H", "H", "C", "O", "C", "C", "N", "C", "C", "O", "C", "H", "H", "H", "H", "H", "H", "H", "H", "H", "H", "H", "H", "H", "H", "H", "C", "O", "C", "C", "N", "C", "C", "O", "C", "H", "H", "H", "H", "H", "H", "H", "H", "H", "H", "H", "H", "H", "H", "H", "C", "O", "C", "C", "N", "C", "C", "O", "C", "H", "H", "H", "H", "H", "H", "H", "H", "H", "H", "H", "H", "H", "H", "H", "C", "C", "C", "O", "C", "N", "H", "H", "H", "H", "H", "H", "H", "H", "H", "H", "H", "C", "C", "C", "O", "C", "N", "H", "H", "H", "H", "H", "H", "H", "H", "H", "H", "H", "C", "C", "C", "O", "C", "N", "H", "H", "H", "H", "H", "H", "H", "H", "H", "H", "H"],
  "xyz": [[-1.0950, 4.4408, -0.2017], [-0.5127, 5.1243, -1.5262], [0.5661, 5.9361, -1.1137], [-1.3970, 5.2243, 0.4933], [-0.3462, 3.9453, 0.4162], [-1.8329, 3.6410, -0.2648], [-1.3007, 5.6853, -2.0287], [-0.2056, 4.4242, -2.3032], [1.1594, 5.4148, -0.5680], [-2.2317, 2.8531, 3.8982], [-1.6522, 4.1304, 4.6057], [-2.4780, 5.2788, 4.4335], [-2.2729, 2.9337, 2.8120], [-3.2181, 2.5547, 4.2531], [-1.6658, 1.9466, 4.1132], [-0.6936, 4.4434, 4.1921], [-1.5168, 4.0290, 5.6825], [-1.9942, 5.9724, 4.8878], [-2.9956, -1.5617, 5.0300], [-2.9006, -2.8469, 4.4362], [-4.0195, -3.7283, 4.7810], [-4.0738, -5.0255, 3.9243], [-2.9572, -5.8830, 4.2880], [-2.9402, -7.0296, 3.3585], [-1.5815, -7.7121, 3.4202], [-0.6235, -6.8623, 2.7953], [0.6879, -7.4036, 2.8277], [-2.7993, -1.6342, 6.0997], [-3.9610, -1.0886, 4.8500], [-2.2628, -0.7993, 4.7658], [-4.9920, -3.3006, 4.5372], [-4.1268, -3.9942, 5.8326], [-3.9975, -4.6780, 2.8940], [-5.0318, -5.5005, 4.1357], [-2.0696, -5.4030, 4.2448], [-3.1299, -6.6868, 2.3413], [-3.6684, -7.7841, 3.6562], [-1.6985, -8.6833, 2.9394], [-1.3985, -7.9794, 4.4609], [0.9537, -7.5943, 3.8674], [1.4843, -6.7087, 2.5616], [0.7802, -8.3573, 2.3079], [0.0128, -5.0137, -0.2041], [-0.5415, -4.1980, -1.2296], [0.4936, -3.2982, -1.6027], [-0.1253, -2.4044, -2.7083], [-0.4811, -3.2426, -3.8391], [-0.9963, -2.3744, -4.8867], [-1.3021, -3.1602, -6.1986], [-2.3452, -4.1434, -5.9876], [-2.5326, -4.9741, -7.1437], [0.4776, -4.5239, 0.6515], [0.7197, -5.7087, -0.6572], [-0.8215, -5.6442, 0.1031], [1.4253, -3.7766, -1.9044], [0.7532, -2.6281, -0.7831], [0.6516, -1.7439, -3.0932], [-0.9636, -1.8845, -2.2445], [-1.2342, -3.9118, -3.7685], [-0.3430, -1.5535, -5.1824], [-1.9007, -1.8913, -4.5171], [-0.4569, -3.6237, -6.7075], [-1.7300, -2.3956, -6.8470], [-1.5560, -5.4034, -7.3673], [-2.9598, -4.4176, -7.9779], [-3.2192, -5.7917, -6.9244], [-0.3860, -1.5864, 2.6599], [-0.5531, -0.1665, 2.5076], [0.5770, 0.6200, 3.0009], [1.9388, 0.4286, 2.2874], [2.0637, 1.0836, 0.9926], [0.9118, 0.7614, 0.0815], [1.0105, 1.2467, -1.3473], [-0.1085, 0.6983, -1.9721], [-0.1810, 0.9587, -3.3470], [-1.3516, -2.0427, 2.4420], [-0.0658, -1.8876, 3.6573], [0.3298, -1.9297, 1.9131], [0.7982, 0.3448, 4.0322], [0.3586, 1.6876, 3.0265], [2.1865, -0.6322, 2.3255], [2.7098, 0.8688, 2.9197], [2.8695, 0.6546, 0.5604], [-0.0083, 1.2047, 0.4623], [0.7068, -0.3088, 0.0549], [1.8931, 0.8774, -1.8696], [1.0238, 2.3305, -1.4626], [0.7318, 0.6843, -3.8757], [-0.3949, 2.0234, -3.4412], [-1.1073, 0.6106, -3.8040], [1.8228, 4.0671, -4.7443], [2.5641, 3.3874, -3.8290], [3.3226, 4.2824, -3.0269], [4.5676, 3.4256, -2.4530], [4.2769, 2.6136, -1.2563], [5.4870, 1.9075, -0.9843], [5.3212, 0.8139, 0.1273], [4.3281, -0.0832, -0.2612], [4.3066, -1.3462, 0.3321], [2.4987, 4.4170, -5.5246], [1.3374, 4.9304, -4.2891], [1.1802, 3.3349, -5.2332], [2.7562, 4.7478, -2.2202], [3.7155, 5.0488, -3.6950], [5.3918, 4.0823, -2.1746], [4.9128, 2.7785, -3.2592], [3.6003, 1.9318, -1.5686], [6.2025, 2.6936, -0.7432], [5.9158, 1.4939, -1.8970], [5.0825, 1.3343, 1.0548], [6.2518, 0.3127, 0.3933], [5.2300, -1.9247, 0.3033], [3.5272, -1.9684, -0.1077], [4.0815, -1.2218, 1.3913], [-4.3656, -1.0760, -4.8036], [-3.6999, -0.5840, -3.6974], [-4.3827, -0.8370, -2.4617], [-3.6166, -0.4491, -1.1467], [-4.5177, -0.4156, 0.0343], [-3.8628, 0.0648, 1.3077], [-4.8732, 0.4238, 2.3776], [-5.6551, 1.5290, 1.8629], [-6.6485, 1.9761, 2.7647], [-4.4389, -2.1575, -4.9187], [-3.9005, -0.7792, -5.7437], [-5.3735, -0.6630, -4.7636], [-4.6836, -1.8835, -2.5098], [-5.2907, -0.2348, -2.4945], [-3.1435, 0.5185, -1.3140], [-2.8854, -1.2360, -0.9619], [-5.2669, 0.2417, -0.1293], [-3.1504, 0.8723, 1.1386], [-3.1501, -0.6849, 1.6514], [-4.4165, 0.6724, 3.3355], [-5.6058, -0.3696, 2.5260], [-7.2539, 1.1725, 3.1842], [-7.3225, 2.6884, 2.2889], [-6.1423, 2.3943, 3.6347], [-0.9451, 4.5084, -8.1563], [-0.6107, 3.0435, -8.3147], [-1.4061, 2.0899, -7.3956], [-1.1896, 0.7396, -7.7390], [0.0952, 0.2514, -7.5219], [-1.0093, 2.6283, -9.6632], [-2.0063, 4.7554, -8.1892], [-0.4192, 5.0762, -8.9239], [-0.5535, 4.8867, -7.2121], [0.4577, 2.8688, -8.1879], [-2.4831, 2.2558, -7.4183], [-1.1552, 2.3157, -6.3591], [0.8415, 0.7475, -8.1424], [0.2112, -0.8284, -7.6155], [0.3484, 0.4828, -6.4873], [-0.9171, 1.6225, -9.6531], [-1.9733, 2.8178, -9.8975], [1.5452, 5.0094, 2.5119], [2.8203, 4.8089, 1.6167], [3.9378, 4.0647, 2.2733], [4.4192, 5.0191, 3.2131], [5.1637, 4.4497, 4.2467], [2.3759, 4.1415, 0.4209], [1.6524, 5.6779, 3.3661], [1.2607, 4.1038, 3.0477], [0.7564, 5.4774, 1.9229], [3.2787, 5.7287, 1.2534], [4.7723, 3.8423, 1.6083], [3.5782, 3.1029, 2.6389], [4.6798, 3.6786, 4.8461], [5.3835, 5.2805, 4.9173], [6.0779, 4.0356, 3.8215], [2.1753, 3.1989, 0.7232], [3.1426, 3.9432, -0.2060], [1.7087, -1.4979, 6.6976], [3.0380, -2.2651, 6.6609], [3.9892, -1.7872, 5.5424], [3.5339, -2.0235, 4.2609], [3.5006, -3.3884, 3.7934], [3.7124, -2.1826, 7.9815], [1.9550, -0.4785, 6.9946], [1.0427, -1.9434, 7.4366], [1.1371, -1.5824, 5.7734], [2.8536, -3.3049, 6.3910], [4.9969, -2.1818, 5.6728], [4.1734, -0.7185, 5.6514], [3.7000, -3.3178, 2.7241], [2.5059, -3.8020, 3.9600], [4.2650, -3.9631, 4.3164], [4.4414, -2.8712, 8.1025], [4.1367, -1.3150, 8.2768]]
}



(3)
{
  "formula": "C3H6N2",
  "method": "ωB97M-V/def2-TZVPD",
  "e_homo_ev": -8.833,
  "orbital_gap_ev": 10.00,
  "e_tot_ha": -227.2912,
  "de_lowest_kcal_mol": 83.8,
  "lumo_energy_ev": 1.17,
  "smiles": "C=NN1CC1",
  "species": ["C", "C", "C", "H", "H", "H", "H", "H", "H", "N", "N"],
  "xyz": [[1.9189, 0.2266, -0.0370], [-1.5904, -0.4249, 0.0278], [-0.9798, 0.8754, 0.2034], [1.8081, 1.1512, -0.7503], [2.8531, -0.0907, 0.2493], [-1.6685, -1.1058, 0.9323], [-2.3584, -0.6467, -0.8279], [-1.4136, 1.6650, -0.4493], [-0.5808, 1.1173, 1.1782], [0.9637, -0.6088, 0.2271], [-0.2112, -0.2702, -0.4410]]
}